C6H7NO | the ωB97M-V functional and the def2-TZVPD basis

Computed properties:
ΔE to the lowest compared entry with this formula, charge and spin   76.13 kcal per mole
E_LUMO   1.0 eV
SMILES   c1cc2c([nH]1)CCO2

```
! wB97M-V def2-TZVPD RIJCOSX def2/J DEFGRID3
* xyz 0 1
O -0.97014 -1.30038 -0.14158
N 1.37799 1.17603 -0.00888
C 2.13817 0.08434 0.12447
C 0.10782 -0.68812 -0.23068
C -2.06357 -0.22760 0.17214
C 1.38524 -1.17440 0.11614
C -0.01039 0.73347 -0.24930
C -1.42129 1.19841 0.04888
H -3.07010 -0.26331 -0.40071
H 3.14887 0.01489 0.16632
H 1.71564 -2.18665 0.09281
H -1.98705 1.69767 -0.90630
H -2.31156 -0.60928 1.37112
H -1.78079 1.86595 0.88951
H 1.58444 2.09497 0.09216
*
```

natural (NBO) atomic charge list, values in e, 4 entries: number 1, O, carries -0.475; number 2, N, carries -0.486; number 3, C, carries 0.008; number 4, C, carries 0.284

C6H7NO | the ωB97M-V functional and the def2-TZVPD basis

Computed properties:
ΔE to the lowest compared entry with this formula, charge and spin   113.06 kcal per mole
E_LUMO   0.4 eV
SMILES   O=C1C[C@@H]2C=C[C@H]1N2

```
! wB97M-V def2-TZVPD RIJCOSX def2/J DEFGRID3
* xyz 0 1
O -2.57786 -0.13731 -0.13305
N 0.94864 -0.16948 1.19507
C -0.41622 1.29163 -0.31068
C -0.34518 -0.79306 0.90107
C 1.00551 -0.55505 -1.05206
C -1.31250 0.14417 0.16723
C 0.09224 -1.54439 -0.59653
C 0.90557 0.65183 -0.21750
H 1.62710 1.50783 -0.12447
H -0.37049 1.90854 0.57969
H -0.70081 1.80113 -1.40567
H -0.70375 -1.62763 1.58620
H 1.49281 -0.42805 -2.02748
H -0.68521 -2.39419 -0.87708
H 1.04014 0.34402 2.31526
*
```

natural (NBO) atomic charge list, values in e, 4 entries: number 1, O, carries -0.576; number 2, N, carries -0.634; number 3, C, carries -0.529; number 4, C, carries -0.207

C6H7NO2 | the ωB97M-V functional and the def2-TZVPD basis

Computed properties:
ΔE to the lowest compared entry with this formula, charge and spin   42.62 kcal per mole
E_LUMO   -0.2 eV
SMILES   CN1[C@@H]2CC(=O)C(=O)[C@@H]21

```
! wB97M-V def2-TZVPD RIJCOSX def2/J DEFGRID3
* xyz 0 1
O 1.51758 -2.06290 -1.93035
O 0.54968 -2.83370 0.75299
N -0.88850 0.28752 -0.18332
C -0.09764 -0.47281 0.78573
C 1.13292 -1.29239 -1.09986
C 1.37918 0.23742 -1.06383
C 0.45638 -1.72897 0.27005
C -1.89873 1.04740 0.54591
C 0.47819 0.67758 0.07109
H 1.07177 0.71745 -2.00533
H -1.57075 1.37233 1.57724
H -2.13043 1.90449 -0.05161
H -0.36209 -0.38098 1.85518
H 0.69011 1.59933 0.60300
H 2.44219 0.52690 -0.78695
H -2.76988 0.40129 0.66007
*
```

natural (NBO) atomic charge list, values in e, 4 entries: number 1, O, carries -0.462; number 2, O, carries -0.462; number 3, N, carries -0.370; number 4, C, carries -0.215

C6H7NO2 | the ωB97M-V functional and the def2-TZVPD basis

Computed properties:
ΔE to the lowest compared entry with this formula, charge and spin   173.54 kcal per mole
E_LUMO   -0.1 eV
SMILES   O=C1CC=C2ON2CC1

```
! wB97M-V def2-TZVPD RIJCOSX def2/J DEFGRID3
* xyz 0 1
O 1.98755 -2.04520 0.75044
O -2.03901 2.04010 -0.07033
N -1.66148 0.74950 -0.65623
C -0.28780 -1.40778 -0.09781
C -0.75968 1.95234 -0.55448
C 1.17449 -1.34238 0.33104
C -1.34004 -0.30779 0.32935
C 1.44045 0.28076 -0.16885
C 0.51686 1.65976 -0.08211
H -2.34165 -0.83796 0.49962
H -0.95055 -0.04978 1.34497
H 1.12914 2.46724 0.22066
H -0.52537 -2.42969 0.03142
H -0.17234 -1.38243 -1.14266
H 1.66661 -0.05856 -1.17258
H 2.16281 0.71187 0.43753
*
```

natural (NBO) atomic charge list, values in e, 4 entries: number 1, O, carries -0.488; number 2, O, carries -0.325; number 3, N, carries -0.165; number 4, C, carries -0.539